# 1
Molecular formula: C20H13BrCl3IMnN4O3Si
Method: DFT, the ωB97M-V functional and the def2-TZVPD basis

Output
**HOMO-LUMO gap (alpha / beta)**: 0.201 / 0.173 Ha
**E_tot**: -6907.55717 a.u.
**HOMO (alpha / beta)**: -1.8 / -1.0 eV

```
! RIJCOSX wB97M-V def2-TZVPD def2/J DEFGRID3
* xyz -2 2
Mn 0.1424 -0.6806 0.2106
O -1.1027 0.7684 -0.7019
N -2.3861 0.4766 -0.6574
N -2.6289 -0.6834 -0.0948
O -1.5966 -1.4232 0.3767
C -3.8780 -1.2489 -0.0543
C -5.0480 -0.4743 -0.1866
C -6.2806 -1.0825 -0.1135
C -6.3946 -2.4605 0.0527
C -5.2385 -3.2302 0.1686
C -3.9989 -2.6410 0.1287
H -4.9582 0.5937 -0.3082
H -7.1814 -0.4835 -0.1823
H -7.3677 -2.9305 0.1049
H -5.3098 -4.3054 0.2803
H -3.0980 -3.2265 0.2287
N -0.1102 0.3465 7.6848
C -0.0430 0.1729 6.5474
C 0.0384 -0.0273 5.1624
C 1.0166 -0.8642 4.6152
C 1.1015 -1.0245 3.2467
C 0.2229 -0.3894 2.3493
C -0.7529 0.4328 2.9398
C -0.8582 0.6159 4.3039
H 1.7014 -1.3766 5.2815
H 1.8870 -1.6670 2.8643
H -1.4584 0.9625 2.3073
H -1.6274 1.2590 4.7176
O 3.9216 1.1266 -0.3016
C 2.8600 0.6253 -0.1789
N 1.7887 0.1394 -0.0605
Br 0.4081 6.8850 -0.8101
C 1.8385 5.9908 0.0636
C 2.9574 6.7406 0.4007
C 3.9914 6.1628 1.1044
C 3.9065 4.8189 1.4792
C 2.8031 4.0691 1.1052
C 1.7544 4.6333 0.3992
I 0.1496 3.3794 -0.1912
H 2.9981 7.7743 0.0899
H 4.8575 6.7561 1.3624
H 4.7042 4.3580 2.0414
H 2.7582 3.0208 1.3576
Cl -0.1987 -4.4904 0.8136
Si 0.8073 -2.9604 -0.3274
Cl 2.7998 -3.7437 0.0070
Cl 0.5500 -3.9928 -2.2069
*
```

---

# 2
Molecular formula: C20H13BrN4OS
Method: DFT, the ωB97M-V functional and the def2-TZVPD basis

Output
**HOMO-LUMO gap**: 0.279 Ha
**E_tot**: -4036.32801 a.u.
**ΔE to the lowest compared entry with this formula, charge and spin**: 0.000 eV
**HOMO**: -8.0 eV

```
! RIJCOSX wB97M-V def2-TZVPD def2/J DEFGRID3
* xyz 0 1
N -8.0543 1.9949 -3.1149
O -2.7888 -2.8341 -0.2416
Br 6.6087 2.7457 -2.2142
N -6.5297 2.2357 -1.1802
N -7.3179 2.1257 -2.1687
S 1.6831 1.6291 0.0578
C -2.4483 -1.6546 -0.1717
C 6.0166 0.4345 -0.5986
C -5.3587 0.1080 -1.6756
C -4.6745 1.4840 0.1569
C 4.1574 1.8912 -0.9669
C -4.3191 -0.7730 -1.4430
C -3.6081 0.5447 0.4152
C -0.2750 -2.3517 0.8438
C -0.4036 -0.0682 0.1316
C 5.1923 -0.3697 0.1833
C 1.0411 -2.1552 1.2052
C 5.5015 1.5771 -1.2027
C -5.5184 1.2674 -0.9247
C 3.3467 1.1288 -0.1518
C 0.9340 0.1098 0.4426
C -3.4497 -0.5848 -0.3828
C -1.0378 -1.3609 0.2575
C 3.8450 -0.0369 0.4207
C 1.6976 -0.9449 1.0116
N 3.0685 -0.7869 1.2897
C 3.5099 -0.7363 2.6999
H 7.0478 0.1874 -0.7761
H -6.0547 -0.0896 -2.4986
H -4.8420 2.3928 0.7466
H 3.7706 2.7803 -1.4760
H -4.1274 -1.6101 -2.0755
H -3.0188 0.6933 1.3005
H -0.7339 -3.3550 0.9858
H -0.9117 0.8057 -0.3100
H 5.5972 -1.2540 0.6822
H 1.6094 -3.0007 1.5973
H 2.7355 -0.2402 3.2513
H 4.4353 -0.1512 2.8398
H 3.6740 -1.7782 3.0542
*
```

---

# 3
Molecular formula: C20H13Cl5ILiN4S
Method: DFT, the ωB97M-V functional and the def2-TZVPD basis

Output
**HOMO-LUMO gap**: 0.233 Ha
**E_tot**: -3993.39207 a.u.
**ΔE to the lowest compared entry with this formula, charge and spin**: 0.969 eV
**HOMO**: -2.1 eV

```
! RIJCOSX wB97M-V def2-TZVPD def2/J DEFGRID3
* xyz -2 1
Li -0.3424 2.7909 1.0521
Cl 3.2614 2.4271 -0.8604
C 2.3790 3.9198 -0.5391
C 1.0279 3.8271 -0.2715
C 0.4131 5.0472 -0.0490
Cl -1.3107 5.0153 0.3277
C 1.0592 6.2790 -0.0620
Cl 0.2051 7.7645 0.2295
C 2.4262 6.3090 -0.3193
Cl 3.2798 7.8171 -0.3457
C 3.0978 5.1112 -0.5611
Cl 4.8064 5.1463 -0.8824
S -2.4571 1.5297 0.6201
C -2.4638 -0.2096 0.5301
N -3.5706 -0.8166 0.1508
N -3.4515 -2.2332 0.1245
C -3.0465 -2.9242 -0.9635
C -2.7587 -2.2751 -2.1797
C -2.3813 -3.0099 -3.2880
C -2.2571 -4.3972 -3.2396
C -2.5209 -5.0405 -2.0346
C -2.9093 -4.3275 -0.9149
N -1.3155 -0.9640 0.6831
N -0.4275 -0.6079 1.5966
C 0.9084 -1.0924 1.3041
C 2.0106 -0.3184 1.6283
C 3.2784 -0.7968 1.3274
C 3.4373 -2.0264 0.7064
C 2.3179 -2.7788 0.3672
C 1.0467 -2.3105 0.6562
H -3.4080 -2.6914 1.0196
H -2.8251 -1.1963 -2.2097
H -2.1552 -2.4860 -4.2101
H -1.9524 -4.9588 -4.1140
H -2.4198 -6.1188 -1.9665
H -3.1084 -4.8422 0.0199
H 1.8860 0.6647 2.0708
H 4.1403 -0.1827 1.5550
H 4.4296 -2.3888 0.4654
H 2.4307 -3.7281 -0.1419
H 0.1570 -2.8552 0.3700
I 1.1267 3.2054 3.3849
C -0.6268 0.0562 2.6959
H -1.6123 0.4393 2.9005
H 0.1954 0.2275 3.3668
*
```

---

# 4
Molecular formula: C20H13ClF6N2O2Pt
Method: DFT, the ωB97M-V functional and the def2-TZVPD basis

Output
**HOMO-LUMO gap (alpha / beta)**: 0.233 / 0.233 Ha
**E_tot**: -2208.65300 a.u.
**ΔE to the lowest compared entry with this formula, charge and spin**: 0.786 eV
**HOMO (alpha / beta)**: -7.6 / -7.6 eV

```
! RIJCOSX wB97M-V def2-TZVPD def2/J DEFGRID3
* xyz 0 1
Pt 0.2944 -0.8552 -1.0280
Cl 5.7737 0.1108 3.5641
C 4.6927 -0.1291 2.2225
C 5.1534 0.0822 0.9122
C 4.3098 -0.0900 -0.1470
C 2.9559 -0.4828 0.0194
O 2.2486 -0.5796 -1.0618
C 2.5103 -0.7271 1.3524
C 1.2031 -1.1706 1.7228
N 0.2819 -1.5836 0.9185
C -1.0228 -1.8859 1.3530
C -1.3558 -2.4021 2.5773
C -2.7039 -2.6496 2.9053
C -3.7019 -2.4113 2.0044
C -3.3878 -1.9242 0.7143
C -4.3559 -1.7102 -0.2945
C -3.9612 -1.2938 -1.5304
C -2.5957 -1.0659 -1.7774
N -1.6779 -1.2291 -0.8539
C -2.0462 -1.6625 0.3956
C 3.4054 -0.5163 2.4313
H 6.1768 0.3944 0.7513
H 4.6423 0.0920 -1.1598
H 0.9804 -1.1429 2.7897
H -0.5819 -2.6333 3.2973
H -2.9402 -3.0460 3.8836
H -4.7361 -2.6099 2.2539
H -5.4003 -1.8908 -0.0726
H -4.6702 -1.1260 -2.3278
H -2.2511 -0.7196 -2.7402
H 3.0536 -0.6779 3.4429
C -0.0643 3.6587 -0.8138
C -0.0217 2.3374 -1.5905
O -0.0502 1.2879 -0.7232
C -1.2578 2.2895 -2.5237
F -2.3836 2.1877 -1.7954
F -1.2487 1.2218 -3.3535
F -1.3976 3.3727 -3.3037
C 1.2699 2.3243 -2.4469
F 2.3478 2.4162 -1.6554
F 1.4066 1.2033 -3.1718
F 1.3301 3.3548 -3.3157
H -0.9776 3.6769 -0.2223
H -0.0333 4.5307 -1.4656
H 0.7869 3.6743 -0.1371
*
```

---

# 5
Molecular formula: C20H13ClF6N8O10RuS2
Method: DFT, the ωB97M-V functional and the def2-TZVPD basis

Output
**HOMO-LUMO gap (alpha / beta)**: 0.319 / 0.265 Ha
**E_tot**: -3911.18454 a.u.
**ΔE to the lowest compared entry with this formula, charge and spin**: 0.000 eV
**HOMO (alpha / beta)**: -6.7 / -6.8 eV

```
! RIJCOSX wB97M-V def2-TZVPD def2/J DEFGRID3
* xyz -1 6
Ru -5.8313 5.3836 17.0127
O -7.4540 3.1892 11.6770
C -6.8808 2.1913 12.3411
O -6.7530 1.1094 11.8525
C -6.3919 2.4954 13.7083
C -5.9001 1.5830 14.6197
Cl -5.6212 -0.0932 14.6044
N -5.5907 2.2522 15.7317
N -5.7333 3.5867 15.5639
C -6.2155 3.7552 14.3484
C -6.6058 5.1990 14.0231
O -7.1916 5.4377 12.9548
O -6.3011 6.0435 14.9056
C -5.0917 1.6585 16.9454
C -3.7057 1.5391 17.0903
C -3.2267 0.8288 18.1685
C -4.1289 0.3049 19.0983
C -5.4890 0.4249 18.9448
C -6.0107 1.1376 17.8612
H -7.4328 4.0509 12.1615
H -3.0388 2.0115 16.4033
H -2.1418 0.8311 18.3170
H -3.7651 -0.1665 19.9929
H -6.1587 -0.0626 19.6126
H -7.0659 1.2200 17.7239
F -2.9324 5.9720 20.1938
C -2.0169 5.0174 20.1017
F -2.1435 4.1821 21.1507
F -0.7868 5.5543 20.2006
S -2.1971 4.1239 18.4504
O -5.6603 4.9877 19.1522
O -1.1495 3.1071 18.4555
N -1.6153 5.4289 17.6255
S -2.3442 5.8562 16.3042
O -3.7347 5.4891 16.0740
O -1.9422 7.1527 15.8617
C -1.5927 4.7832 14.9964
F -0.2763 4.9186 14.9245
F -2.1083 4.9463 13.7363
F -1.8373 3.5113 15.3689
C -4.8614 9.8835 19.2524
N -5.9745 9.2430 18.5829
C -7.1326 9.8821 18.2892
C -8.0836 9.3565 17.4679
C -7.8349 8.0729 16.9741
N -6.7359 7.4234 17.3328
C -5.7381 8.0124 18.0251
O -4.6825 7.4186 18.1277
N -8.6330 7.3776 16.1682
H -5.0264 10.9582 19.3659
H -3.9437 9.7368 18.5784
H -4.6833 9.3887 20.1850
H -7.2740 10.8629 18.7447
H -9.0058 9.8708 17.2859
H -9.4754 7.8188 15.8064
H -8.2744 6.5428 15.6715
N -6.8331 6.5497 20.6088
C -6.2892 5.7761 19.9258
O -9.9093 4.3346 18.3309
C -8.8904 4.4943 17.7952
N -7.8854 4.6004 17.1795
*
```